[1]
Density functional theory data (the ωB97M-V functional and the def2-TZVPD basis) for a 2-piece molecular cluster, C9H14 overall.

Each atom is followed by the atoms it is bonded to, with distances in Å.
Geometry (Å):
1 C 2.192 -1.727 0.744  C2 1.520, H3 1.089, H4 1.092, H5 1.096
2 C 1.839 -3.199 0.608  C1 1.520, H6 1.089, H7 1.085, H8 1.087
3 H 2.411 -1.464 1.778  C1 1.089
4 H 3.055 -1.406 0.157  C1 1.092
5 H 1.424 -1.038 0.373  C1 1.096
6 H 1.322 -3.428 -0.323  C2 1.089
7 H 1.155 -3.478 1.403  C2 1.085
8 H 2.722 -3.830 0.665  C2 1.087
9 C -2.335 0.766 1.387  C11 1.505, H18 1.091, H19 1.085, H23 1.087
10 C -0.095 1.281 0.351  C11 1.391, C12 1.398, H16 1.082
11 C -1.477 1.178 0.221  C9 1.505, C10 1.391, C14 1.387
12 C 0.678 1.580 -0.774  C10 1.398, C13 1.381, H17 1.078
13 C 0.097 1.831 -2.001  C12 1.381, C15 1.401, H20 1.079
14 C -2.043 1.323 -1.036  C11 1.387, C15 1.382, H21 1.084
15 C -1.280 1.620 -2.149  C13 1.401, C14 1.382, H22 1.080
16 H 0.386 1.121 1.307  C10 1.082
17 H 1.718 1.835 -0.651  C12 1.078
18 H -1.975 -0.189 1.772  C9 1.091
19 H -3.362 0.588 1.084  C9 1.085
20 H 0.666 2.206 -2.837  C13 1.079
21 H -3.117 1.225 -1.156  C14 1.084
22 H -1.689 1.742 -3.141  C15 1.080
23 H -2.292 1.463 2.219  C9 1.087

Output
- LUMO energy: 1.011 eV
- Total charge: 0
- HOMO level: -9.04 eV
- ΔE to the lowest compared entry with this formula, charge and spin: 0.247 eV
- SMILES: Cc1ccccc1.CC
- Gap between HOMO and LUMO: 10.06 eV
- Multiplicity: 1

[2]
Density functional theory data (the ωB97M-V functional and the def2-TZVPD basis) for a 2-piece molecular cluster, C9H14 overall.

Each atom is followed by the atoms it is bonded to, with distances in Å.
Geometry (Å):
1 C 1.901 -1.551 -2.147  C2 1.532, H3 1.084, H4 1.101, H5 1.091
2 C 2.666 -0.233 -2.308  C1 1.532, H6 1.097, H7 1.106, H8 1.088
3 H 1.483 -1.844 -3.104  C1 1.084
4 H 2.654 -2.215 -1.694  C1 1.101
5 H 1.048 -1.556 -1.466  C1 1.091
6 H 2.133 0.676 -2.005  C2 1.097
7 H 3.041 -0.226 -3.348  C2 1.106
8 H 3.571 -0.235 -1.704  C2 1.088
9 C -1.399 2.593 1.163  C13 1.492, H20 1.123, H21 1.080, H23 1.101
10 C -0.298 -0.960 1.835  C11 1.377, C12 1.412, H16 1.077
11 C -0.685 0.350 2.014  C10 1.377, C13 1.428, H17 1.082
12 C -0.533 -1.492 0.548  C10 1.412, C14 1.370, H18 1.081
13 C -1.033 1.171 0.899  C9 1.492, C11 1.428, C15 1.379
14 C -0.746 -0.669 -0.526  C12 1.370, C15 1.401, H19 1.077
15 C -0.963 0.709 -0.399  C13 1.379, C14 1.401, H22 1.079
16 H 0.005 -1.673 2.583  C10 1.077
17 H -0.757 0.867 2.961  C11 1.082
18 H -0.476 -2.571 0.499  C12 1.081
19 H -0.843 -1.136 -1.492  C14 1.077
20 H -2.488 2.840 1.040  C9 1.123
21 H -0.720 3.245 0.635  C9 1.080
22 H -1.123 1.342 -1.258  C15 1.079
23 H -1.556 2.806 2.232  C9 1.101

Output
- LUMO energy: 1.009 eV
- Total charge: 0
- HOMO level: -8.87 eV
- ΔE to the lowest compared entry with this formula, charge and spin: 1.236 eV
- SMILES: Cc1ccccc1.CC
- Gap between HOMO and LUMO: 9.88 eV
- Multiplicity: 1

[3]
Density functional theory data (the ωB97M-V functional and the def2-TZVPD basis) for a 2-piece molecular cluster, C9H14 overall.

Each atom is followed by the atoms it is bonded to, with distances in Å.
Geometry (Å):
1 C -1.878 1.354 1.984  C3 1.512, H10 1.092, H11 1.088, H15 1.085
2 C -0.706 -0.841 2.468  C3 1.395, C4 1.392, H8 1.080
3 C -0.812 0.319 1.700  C1 1.512, C2 1.395, C6 1.397
4 C 0.413 -1.654 2.307  C2 1.392, C5 1.383, H9 1.086
5 C 1.522 -1.203 1.613  C4 1.383, C7 1.393, H12 1.079
6 C 0.201 0.638 0.793  C3 1.397, C7 1.387, H13 1.084
7 C 1.420 -0.018 0.889  C5 1.393, C6 1.387, H14 1.081
8 H -1.612 -1.167 2.958  C2 1.080
9 H 0.571 -2.519 2.944  C4 1.086
10 H -2.670 0.920 2.598  C1 1.092
11 H -2.252 1.765 1.049  C1 1.088
12 H 2.433 -1.769 1.496  C5 1.079
13 H 0.113 1.514 0.160  C6 1.084
14 H 2.244 0.349 0.294  C7 1.081
15 H -1.465 2.154 2.590  C1 1.085
16 C 0.651 0.687 -3.379  C17 1.535, H18 1.074, H19 1.086, H20 1.103
17 C -0.023 -0.660 -3.083  C16 1.535, H21 1.080, H22 1.094, H23 1.085
18 H 0.154 1.221 -4.167  C16 1.074
19 H 0.948 1.246 -2.497  C16 1.086
20 H 1.647 0.504 -3.817  C16 1.103
21 H 0.319 -1.543 -3.603  C17 1.080
22 H -0.142 -0.792 -2.003  C17 1.094
23 H -1.077 -0.504 -3.295  C17 1.085

Output
- LUMO energy: 1.030 eV
- Total charge: 0
- HOMO level: -8.96 eV
- ΔE to the lowest compared entry with this formula, charge and spin: 0.818 eV
- SMILES: Cc1ccccc1.CC
- Gap between HOMO and LUMO: 9.99 eV
- Multiplicity: 1

[4]
Density functional theory data (the ωB97M-V functional and the def2-TZVPD basis) for a 2-piece molecular cluster, C9H14 overall.

Each atom is followed by the atoms it is bonded to, with distances in Å.
Geometry (Å):
1 C 3.045 -1.947 1.009  C2 1.565, H3 0.960, H4 1.051, H5 1.090
2 C 1.691 -2.711 1.192  C1 1.565, H6 1.146, H7 1.156, H8 1.078
3 H 3.051 -1.394 0.224  C1 0.960
4 H 3.150 -1.602 1.996  C1 1.051
5 H 3.989 -2.493 1.001  C1 1.090
6 H 1.157 -3.315 0.378  C2 1.146
7 H 1.708 -3.627 1.898  C2 1.156
8 H 0.990 -1.947 1.485  C2 1.078
9 C -2.880 0.403 0.587  C15 1.515, H21 1.129, H22 1.031, H23 1.108
10 C 0.222 1.915 -1.992  C11 1.343, C12 1.430, H16 0.975
11 C -0.919 2.609 -1.849  C10 1.343, C13 1.449, H17 1.131
12 C 0.499 0.884 -1.040  C10 1.430, C14 1.387, H18 1.035
13 C -1.947 2.159 -0.933  C11 1.449, C15 1.375, H19 1.141
14 C -0.463 0.420 -0.156  C12 1.387, C15 1.409, H20 1.096
15 C -1.730 1.036 -0.169  C9 1.515, C13 1.375, C14 1.409
16 H 0.818 2.039 -2.753  C10 0.975
17 H -1.002 3.689 -2.174  C11 1.131
18 H 1.368 0.348 -0.874  C12 1.035
19 H -2.918 2.735 -0.768  C13 1.141
20 H -0.261 -0.304 0.642  C14 1.096
21 H -2.731 0.814 1.628  C9 1.129
22 H -3.037 -0.606 0.448  C9 1.031
23 H -3.802 0.896 0.220  C9 1.108

Output
- LUMO energy: 1.022 eV
- Total charge: 0
- HOMO level: -8.99 eV
- ΔE to the lowest compared entry with this formula, charge and spin: 2.655 eV
- SMILES: Cc1ccccc1.CC
- Gap between HOMO and LUMO: 10.01 eV
- Multiplicity: 1

[5]
Density functional theory data (the ωB97M-V functional and the def2-TZVPD basis) for a 2-piece molecular cluster, C9H14 overall.

Each atom is followed by the atoms it is bonded to, with distances in Å.
Geometry (Å):
1 C -0.072 0.423 -2.506  C2 1.511, H3 1.094, H4 1.084, H5 1.091
2 C -1.448 -0.108 -2.182  C1 1.511, H6 1.085, H7 1.095, H8 1.095
3 H -0.136 1.010 -3.427  C1 1.094
4 H 0.389 1.050 -1.751  C1 1.084
5 H 0.704 -0.246 -2.881  C1 1.091
6 H -1.738 -0.313 -1.156  C2 1.085
7 H -1.738 -0.993 -2.759  C2 1.095
8 H -2.173 0.659 -2.471  C2 1.095
9 C -1.506 -0.982 1.914  C13 1.504, H20 1.089, H21 1.092, H23 1.090
10 C 1.022 1.451 0.514  C11 1.384, C12 1.389, H16 1.078
11 C -0.153 0.939 1.037  C10 1.384, C13 1.393, H17 1.087
12 C 2.168 0.666 0.476  C10 1.389, C14 1.389, H18 1.083
13 C -0.187 -0.338 1.591  C9 1.504, C11 1.393, C15 1.402
14 C 2.175 -0.558 1.133  C12 1.389, C15 1.388, H19 1.083
15 C 1.008 -1.067 1.684  C13 1.402, C14 1.388, H22 1.081
16 H 1.100 2.432 0.073  C10 1.078
17 H -1.089 1.490 0.988  C11 1.087
18 H 3.078 1.070 0.051  C12 1.083
19 H 3.068 -1.169 1.178  C14 1.083
20 H -1.358 -1.909 2.466  C9 1.089
21 H -2.054 -1.240 1.005  C9 1.092
22 H 1.059 -1.862 2.416  C15 1.081
23 H -2.120 -0.405 2.605  C9 1.090

Output
- LUMO energy: 1.075 eV
- Total charge: 0
- HOMO level: -9.00 eV
- ΔE to the lowest compared entry with this formula, charge and spin: 0.634 eV
- SMILES: Cc1ccccc1.CC
- Gap between HOMO and LUMO: 10.08 eV
- Multiplicity: 1

[6]
Density functional theory data (the ωB97M-V functional and the def2-TZVPD basis) for a 2-piece molecular cluster, C9H14 overall.

Each atom is followed by the atoms it is bonded to, with distances in Å.
Geometry (Å):
1 C -2.640 1.527 2.887  C2 1.524, H3 1.088, H4 1.094, H5 1.095
2 C -2.406 2.569 1.799  C1 1.524, H6 1.091, H7 1.082, H8 1.098
3 H -2.992 0.625 2.390  C1 1.088
4 H -1.769 1.290 3.505  C1 1.094
5 H -3.342 1.810 3.678  C1 1.095
6 H -1.392 2.416 1.423  C2 1.091
7 H -3.178 2.543 1.041  C2 1.082
8 H -2.411 3.592 2.195  C2 1.098
9 C -0.294 -2.410 -2.017  C13 1.549, H20 1.084, H21 1.087, H23 1.090
10 C 1.737 0.706 -1.145  C11 1.383, C12 1.411, H16 1.082
11 C 2.901 0.147 -0.649  C10 1.383, C14 1.423, H17 1.076
12 C 0.711 -0.133 -1.629  C10 1.411, C13 1.354, H18 1.085
13 C 0.828 -1.475 -1.499  C9 1.549, C12 1.354, C15 1.421
14 C 2.945 -1.260 -0.440  C11 1.423, C15 1.361, H19 1.081
15 C 1.918 -2.072 -0.810  C13 1.421, C14 1.361, H22 1.081
16 H 1.630 1.783 -1.130  C10 1.082
17 H 3.764 0.778 -0.527  C11 1.076
18 H -0.216 0.260 -2.036  C12 1.085
19 H 3.883 -1.660 -0.078  C14 1.081
20 H -0.782 -1.912 -2.846  C9 1.084
21 H -0.921 -2.598 -1.149  C9 1.087
22 H 1.882 -3.147 -0.701  C15 1.081
23 H 0.141 -3.379 -2.261  C9 1.090

Output
- LUMO energy: 0.907 eV
- Total charge: 0
- HOMO level: -8.96 eV
- ΔE to the lowest compared entry with this formula, charge and spin: 0.601 eV
- SMILES: Cc1ccccc1.CC
- Gap between HOMO and LUMO: 9.87 eV
- Multiplicity: 1

Question: total charge of number 5 (C9H14)?
Answer: 0

Question: Which formula does entry 6 have?
Answer: C9H14